C6H15NO2 | ωB97M-V/def2-TZVPD

As for the spin multiplicity: 1. The calculation puts the total energy at -12045.911 eV. The energy relative to the best compared isomer or geometry (same formula, charge and spin) comes out at 5.501 eV.

Geometry as XYZ:
```
24
Properties=species:S:1:pos:R:3:mulliken_charge:R:1
C 1.6774 0.3121 -0.6362 -0.43
C 1.4377 1.2884 -1.7381 -0.90
O 0.6054 1.4638 0.8279 -0.62
H 0.8379 2.3723 1.0862 0.08
H 1.7776 -0.7194 -0.9573 0.42
H 2.4342 0.5621 0.0886 0.43
H 2.1097 1.0658 -2.5792 0.32
H 1.5896 2.3138 -1.4117 0.31
H 0.4199 1.2110 -2.1244 0.22
C -0.8297 -1.0954 -1.2852 -1.33
C -1.9335 0.5482 0.9952 -1.58
C -0.1175 -0.9499 0.0246 0.46
C -0.7033 -0.2996 1.1232 0.68
N -0.3792 -0.7210 2.3758 -0.47
O 0.7034 -2.0585 0.3479 -0.59
H 0.1676 -2.8629 0.3158 0.34
H -0.5032 -0.0434 3.1115 0.25
H 0.4873 -1.2363 2.4348 0.25
H -0.1123 -1.3102 -2.0820 0.30
H -1.5496 -1.9265 -1.2652 0.43
H -1.3785 -0.1954 -1.5567 0.33
H -1.8799 1.1732 0.1108 0.36
H -2.8188 -0.0965 0.9355 0.31
H -2.0423 1.2043 1.8581 0.45
```

---

C40H38AsF9HfN3O10P | ωB97M-V/def2-TZVPD

As for the spin multiplicity: 1. The calculation puts the total energy at -162924.687 eV. The energy relative to the best compared isomer or geometry (same formula, charge and spin) comes out at 3.221 eV. Its charge is +2.

Geometry as XYZ:
```
103
Properties=species:S:1:pos:R:3:mulliken_charge:R:1
Hf -2.9231 -1.2608 0.1327 2.76
O -6.3034 -2.7896 2.1015 -0.45
C -5.3973 -2.1076 1.4730 0.30
O -4.2632 -2.5994 1.1720 -0.53
C -5.6553 -0.7062 1.3485 0.49
C -6.7620 -0.0038 1.6902 -0.51
C -6.7621 1.3856 1.3869 -0.76
C -5.5761 2.0297 1.1182 -0.78
C -4.3955 1.2725 0.9139 0.97
N -4.4938 -0.0438 0.9978 -0.24
C -3.0126 1.6502 0.9502 0.67
O -2.6439 2.9098 1.2324 -0.47
O -2.1714 0.7289 0.8306 -0.40
H -6.0656 -3.7602 2.2292 0.45
H -7.5563 -0.4559 2.2485 0.59
H -7.7173 1.8957 1.3268 0.52
H -5.4898 3.1415 1.0291 0.27
H -3.3054 3.6250 1.0382 0.35
C -0.6934 -5.0322 0.2425 -1.62
C -0.5664 -3.5922 -0.3146 1.96
C 0.4305 -3.5283 -1.4119 -1.74
O -1.9413 -3.3395 -0.8029 -0.45
C -0.3335 -2.5740 0.8356 -0.05
O 0.8428 -2.4527 1.2480 -0.54
O -1.3706 -1.8935 1.3150 -0.95
H -0.7948 -5.7987 -0.6192 0.37
H -1.5548 -5.2326 0.8977 0.32
H 0.2473 -5.3865 0.6940 0.40
H 0.4365 -4.3881 -2.0997 0.43
H 1.4322 -3.4901 -1.0210 0.45
H 0.2449 -2.6263 -2.0332 0.24
H -2.0881 -3.6138 -1.7586 0.26
C -3.9384 -0.7061 -4.6746 -0.95
As -4.9674 -1.0495 -2.9713 0.70
C -6.1076 -2.5343 -3.3596 -1.07
C -5.8676 0.6135 -2.6401 -0.80
O -4.0566 -1.5450 -1.5542 -0.77
H -4.5928 -0.5207 -5.5498 0.44
H -3.3932 -1.6095 -4.8214 0.43
H -3.3165 0.1637 -4.3998 0.15
H -6.7239 -2.4668 -4.2700 0.42
H -6.8187 -2.5446 -2.5314 0.35
H -5.5318 -3.4739 -3.3473 0.37
H -5.1437 1.1845 -2.0506 0.10
H -6.8520 0.4440 -2.2028 0.39
H -5.8641 1.1433 -3.5997 0.44
F 6.3271 5.6184 -2.1110 -0.27
C 5.2634 5.6644 -1.3022 0.84
F 4.0979 5.6663 -2.1029 -0.26
F 5.2944 6.8754 -0.6730 -0.25
C 5.1308 4.4711 -0.3793 0.18
C 5.9908 3.3383 -0.4377 -0.72
C 5.6109 2.1046 0.1060 -0.22
C 4.3550 2.0108 0.7609 -0.15
C 3.6325 3.2062 0.9591 -0.07
C 3.9200 4.3959 0.3684 -1.30
P 3.3339 0.5206 0.9343 1.11
C 4.5380 -0.8540 0.8370 0.75
C 4.7317 -1.8239 1.8378 -0.53
C 5.2498 -3.0794 1.4500 -0.71
C 5.7504 -3.3919 0.1399 -0.18
C 5.8167 -2.2884 -0.6908 -1.08
C 5.1708 -1.0849 -0.3964 -0.62
C 6.1950 -4.7454 -0.2472 0.88
F 6.1405 -5.7167 0.7448 -0.26
F 5.2506 -5.1770 -1.2494 -0.27
F 7.4263 -4.8291 -0.8633 -0.24
C 2.8857 0.6656 2.6996 -0.08
C 1.5601 0.2161 3.0300 -0.05
C 1.1063 0.1274 4.3296 -0.94
C 1.8947 0.7969 5.3297 0.40
C 3.0969 1.3943 4.9326 -0.97
C 3.6557 1.2632 3.6780 -0.21
C 1.5505 0.9329 6.7821 0.78
F 2.4473 0.3118 7.6518 -0.25
F 1.5116 2.2429 7.1439 -0.24
F 0.3311 0.3998 7.1305 -0.29
H 6.8983 3.4165 -1.0516 0.45
H 6.2819 1.2462 0.0861 0.69
H 2.7833 3.1918 1.7088 0.21
H 3.2031 5.2113 0.3563 0.39
H 4.4085 -1.6681 2.8725 0.42
H 5.3638 -3.8360 2.2178 0.45
H 6.2617 -2.4436 -1.6799 0.36
H 5.2323 -0.2805 -1.1142 0.68
H 0.8772 -0.0788 2.2415 0.17
H 0.1371 -0.3044 4.5879 0.53
H 3.6298 1.9117 5.7474 0.36
H 4.5428 1.8345 3.3327 0.53
C -0.4062 4.0637 -3.9769 -1.04
N -0.6993 2.9350 -3.1169 0.11
C 0.3078 2.2798 -2.4875 -0.35
C 0.0621 1.0492 -1.9532 -1.23
C -1.2723 0.5744 -1.9023 0.70
O -1.4759 -0.6243 -1.3679 -0.31
N -2.2626 1.2552 -2.3430 0.10
C -2.0752 2.4442 -2.9944 0.15
O -2.9681 3.1741 -3.3864 -0.69
H -1.3026 4.6778 -4.0569 0.32
H -0.0284 3.6903 -4.9191 0.36
H 0.4333 4.6952 -3.6161 0.33
H 1.2793 2.7337 -2.5744 0.59
H 0.8992 0.5569 -1.4215 0.43
```

---

C5H9NO | ωB97M-V/def2-TZVPD

As for the spin multiplicity: 1. The calculation puts the total energy at -8864.167 eV. The energy relative to the best compared isomer or geometry (same formula, charge and spin) comes out at 5.046 eV.

Geometry as XYZ:
```
16
Properties=species:S:1:pos:R:3:mulliken_charge:R:1
C -0.8517 1.5513 1.1991 -1.43
C -0.0698 0.2496 1.1029 0.40
C -0.6251 -0.8768 0.2018 -0.62
N 0.6295 -0.8481 -0.5995 0.11
C 0.8556 -1.0669 -2.1709 -0.91
C 1.1225 0.2821 0.1462 0.19
O 2.0722 0.9787 -0.0375 -0.52
H -1.1708 1.8922 0.2079 0.35
H -0.2283 2.3341 1.6413 0.34
H -1.7431 1.4278 1.8216 0.36
H 0.2303 -0.1064 2.0949 0.32
H -0.8169 -1.8440 0.6695 0.24
H -1.4666 -0.5777 -0.4302 0.33
H 1.3467 -1.6218 -0.8168 0.48
H -0.0096 -1.6975 -2.4084 0.19
H 0.7251 -0.0767 -2.6219 0.15
```